ORCA calculation (wB97M-V/def2-TZVPD) on 2 unconnected molecules or ions with the total composition C3H9NO2S2.

Geometry as ORCA input:
```
! RIJCOSX wB97M-V def2-TZVPD def2/J DEFGRID3
* xyz 0 1
O -4.256 0.487 -0.920
C -3.137 0.033 -1.070
N -2.031 0.788 -0.845
C -0.681 0.221 -0.829
C -0.587 -1.040 0.050
S 1.142 -1.290 0.677
S 2.395 -1.555 -0.842
H -2.945 -0.983 -1.432
H -2.155 1.755 -0.623
H -0.334 0.007 -1.836
H -0.036 0.935 -0.324
H -0.934 -1.946 -0.446
H -1.192 -0.953 0.954
H 2.865 -0.361 -1.184
O 3.986 0.988 2.627
H 4.482 1.830 2.652
H 3.419 1.084 3.392
*
```

Calculated values
**Maximum force**: 1.59 eV/A
**Structure (SMILES)**: O=CNCCSS.O
**Energy above the lowest of the compared OMol25 structures with the same formula, charge and spin**: 22.25 kcal/mol
**DFT total energy**: -30512.3991 eV
**Orbital gap**: 9.792 eV

And the Löwdin charges, in e, turn out to be: O 0.011; C -0.364; N 0.017; C -0.260; C -0.521; S 0.393; S 0.302; H 0.135; H 0.136; H 0.109; H 0.103; H 0.065; H 0.078; H -0.199; O -0.071; H 0.044; H 0.024

=====

ORCA calculation (wB97M-V/def2-TZVPD) on 3 unconnected molecules or ions with the total composition C3H9NO2S2.

Geometry as ORCA input:
```
! RIJCOSX wB97M-V def2-TZVPD def2/J DEFGRID3
* xyz 0 1
S -1.057 0.572 3.426
S 0.102 -0.098 -3.322
C -0.616 -0.490 -1.804
C 0.485 -0.151 -0.712
N 0.194 -0.780 0.441
C 1.272 -1.309 1.127
O 1.239 -1.576 2.293
H -1.814 -0.004 4.365
H -0.864 -1.550 -1.768
H -1.542 0.042 -1.618
H 1.472 -0.372 -1.187
H 0.463 0.950 -0.604
H -0.590 -0.557 2.896
H 2.177 -1.537 0.516
H -0.030 2.004 -2.581
H 0.330 3.296 -1.829
O -0.288 2.556 -1.818
*
```

Calculated values
**Maximum force**: 2.36 eV/A
**Energy above the lowest of the compared OMol25 structures with the same formula, charge and spin**: 130.22 kcal/mol
**DFT total energy**: -30507.7171 eV
**Orbital gap**: 5.007 eV

And the Löwdin charges, in e, turn out to be: S 0.479; S 0.749; C -0.628; C -0.357; N 0.125; C -0.352; O 0.055; H -0.226; H 0.067; H 0.081; H 0.108; H 0.138; H -0.261; H 0.136; H -0.071; H 0.051; O -0.094

=====

ORCA calculation (wB97M-V/def2-TZVPD) on C3H9NO2S2 in the gas phase.

Geometry as ORCA input:
```
! RIJCOSX wB97M-V def2-TZVPD def2/J DEFGRID3
* xyz 0 1
C -1.974 -0.983 0.298
C -0.603 -0.098 0.269
N -0.632 1.360 -0.121
C 0.549 -0.694 -0.499
S 2.129 0.111 0.219
O 2.000 0.186 1.666
O 1.891 1.537 -0.381
S 3.595 -0.755 -0.785
H -2.127 -1.329 -0.765
H -2.835 -0.494 0.574
H -1.797 -1.892 0.958
H -0.168 -0.037 1.261
H -1.211 1.480 -1.023
H -0.923 2.023 0.499
H 0.745 -1.724 -0.379
H 0.492 -0.375 -1.577
H 0.868 1.686 -0.215
*
```

Calculated values
**Maximum force**: 5.32 eV/A
**Structure (SMILES)**: C[C@H](N)C[S@](=O)(O)=S
**Energy above the lowest of the compared OMol25 structures with the same formula, charge and spin**: 55.62 kcal/mol
**DFT total energy**: -30510.9522 eV
**Orbital gap**: 9.390 eV

And the Löwdin charges, in e, turn out to be: C -0.015; C -0.408; N 0.039; C -0.238; S 0.311; O -0.376; O -0.317; S 0.254; H 0.084; H 0.023; H 0.099; H 0.103; H 0.157; H 0.062; H 0.073; H 0.123; H 0.026

=====

ORCA calculation (wB97M-V/def2-TZVPD) on 2 unconnected molecules or ions with the total composition C3H9NO3.

Geometry as ORCA input:
```
! RIJCOSX wB97M-V def2-TZVPD def2/J DEFGRID3
* xyz 0 1
C 1.776 -0.393 0.169
N 0.669 0.548 0.110
C 0.023 0.571 -1.208
C -1.084 -0.451 -1.360
O -1.438 -0.824 -2.460
O -1.847 -0.728 -0.309
H 2.478 -0.410 -0.669
H 2.366 -0.217 1.074
H 1.391 -1.415 0.195
H 0.997 1.479 0.307
H 0.748 0.478 -2.026
H -0.420 1.546 -1.347
H -1.541 -0.374 0.561
O -1.332 -0.179 2.028
H -0.638 0.350 2.434
H -2.147 0.020 2.501
*
```

Calculated values
**Maximum force**: 1.95 eV/A
**Structure (SMILES)**: CNCC(=O)O.O
**Energy above the lowest of the compared OMol25 structures with the same formula, charge and spin**: 25.20 kcal/mol
**DFT total energy**: -10889.4886 eV
**Orbital gap**: 9.748 eV

And the Löwdin charges, in e, turn out to be: C -0.127; N -0.127; C -0.133; C -0.531; O 0.077; O 0.095; H 0.075; H 0.080; H 0.086; H 0.100; H 0.124; H 0.128; H 0.011; O -0.017; H 0.073; H 0.084

=====

ORCA calculation (wB97M-V/def2-TZVPD) on 2 unconnected molecules or ions with the total composition C3H9NO3.

Geometry as ORCA input:
```
! RIJCOSX wB97M-V def2-TZVPD def2/J DEFGRID3
* xyz 0 1
O -0.911 -2.941 -3.878
C -0.098 -2.934 -2.913
N 0.316 -1.747 -2.380
C 1.090 -1.735 -1.142
C 0.184 -1.415 0.039
O 0.000 0.000 0.000
H 0.481 -3.761 -2.435
H -0.061 -0.864 -2.732
H 1.912 -1.003 -1.263
H 1.547 -2.728 -0.966
H -0.802 -1.907 -0.065
H 0.645 -1.779 0.977
H -0.577 0.234 0.756
O 3.662 -0.720 2.700
H 3.539 -1.285 3.496
H 3.244 0.138 2.938
*
```

Calculated values
**Maximum force**: 3.70 eV/A
**Structure (SMILES)**: O=CNCCO.O
**Energy above the lowest of the compared OMol25 structures with the same formula, charge and spin**: 35.29 kcal/mol
**DFT total energy**: -10889.0510 eV
**Orbital gap**: 9.999 eV

And the Löwdin charges, in e, turn out to be: O -0.041; C -0.321; N 0.010; C -0.188; C -0.257; O -0.083; H 0.135; H 0.156; H 0.131; H 0.119; H 0.124; H 0.115; H 0.098; O -0.091; H 0.046; H 0.047

=====

ORCA calculation (wB97M-V/def2-TZVPD) on 2 unconnected molecules or ions with the total composition C3H9NO3.

Geometry as ORCA input:
```
! RIJCOSX wB97M-V def2-TZVPD def2/J DEFGRID3
* xyz 0 1
N 0.657 1.035 0.979
C 0.594 0.565 -0.416
C -0.779 0.811 -0.991
O -1.498 -0.036 -1.456
C 1.031 -0.877 -0.573
O 2.320 -1.084 0.049
H -0.239 1.414 1.262
H 0.830 0.238 1.584
H 1.272 1.197 -1.016
H -1.078 1.873 -0.971
H 0.355 -1.551 -0.042
H 1.076 -1.148 -1.627
H 3.001 -0.852 -0.588
O -2.201 -0.570 1.505
H -2.212 -0.489 0.543
H -3.131 -0.525 1.758
*
```

Calculated values
**Maximum force**: 0.93 eV/A
**Structure (SMILES)**: N[C@H](C=O)CO.O
**Energy above the lowest of the compared OMol25 structures with the same formula, charge and spin**: 43.42 kcal/mol
**DFT total energy**: -10888.6985 eV
**Orbital gap**: 10.182 eV

And the Löwdin charges, in e, turn out to be: N 0.065; C -0.365; C -0.228; O 0.059; C -0.205; O -0.065; H 0.060; H 0.077; H 0.144; H 0.134; H 0.128; H 0.126; H 0.083; O -0.056; H 0.000; H 0.044

=====

ORCA calculation (wB97M-V/def2-TZVPD) on a molecular structure, C3H9NO3.

Geometry as ORCA input:
```
! RIJCOSX wB97M-V def2-TZVPD def2/J DEFGRID3
* xyz 0 1
O -3.165 0.933 0.870
C -2.660 0.341 -0.031
C -1.214 0.816 -0.583
N -0.913 -0.113 0.400
C 1.639 -1.441 0.546
O 2.592 -0.814 -0.223
H -2.998 -0.604 -0.463
H -1.140 1.839 -0.238
H -0.773 0.599 -1.556
H -0.868 0.356 1.314
H 0.819 -1.883 -0.036
H 1.151 -0.738 1.259
H 2.134 -2.238 1.116
H 2.061 1.740 -0.893
H 1.977 0.130 -0.571
O 1.358 1.080 -0.912
*
```

Calculated values
**Maximum force**: 2.79 eV/A
**Energy above the lowest of the compared OMol25 structures with the same formula, charge and spin**: 197.16 kcal/mol
**DFT total energy**: -10882.0319 eV
**Orbital gap**: 4.754 eV

And the Löwdin charges, in e, turn out to be: O 0.136; C -0.242; C -0.151; N 0.153; C -0.247; O -0.178; H 0.142; H 0.118; H 0.129; H 0.108; H 0.065; H 0.076; H 0.095; H 0.020; H -0.044; O -0.181

=====

ORCA calculation (wB97M-V/def2-TZVPD) on 2 unconnected molecules or ions with the total composition C3H9NO3.

Geometry as ORCA input:
```
! RIJCOSX wB97M-V def2-TZVPD def2/J DEFGRID3
* xyz 0 1
C -0.034 1.727 -1.047
C 0.565 0.853 0.043
N -0.431 0.553 1.062
C 0.954 -0.516 -0.555
O 1.904 -1.129 -0.157
O 0.093 -1.051 -1.453
H 0.607 1.657 -1.923
H -1.016 1.362 -1.332
H -0.131 2.788 -0.809
H 1.508 1.247 0.426
H -0.002 0.309 1.949
H -1.089 1.309 1.176
H -0.692 -1.442 -1.045
O -1.029 -2.483 0.946
H -0.872 -3.293 1.446
H -0.335 -1.891 1.274
*
```

Calculated values
**Maximum force**: 1.12 eV/A
**Structure (SMILES)**: C[C@@H](N)C(=O)O.O
**Energy above the lowest of the compared OMol25 structures with the same formula, charge and spin**: 24.62 kcal/mol
**DFT total energy**: -10889.5140 eV
**Orbital gap**: 10.489 eV

And the Löwdin charges, in e, turn out to be: C -0.057; C -0.366; N 0.059; C -0.507; O 0.129; O 0.075; H 0.086; H 0.083; H 0.080; H 0.139; H 0.089; H 0.081; H 0.103; O -0.055; H 0.050; H 0.013